Here is one molecule with the formula C3H5N7 from OMol25. Energies are from wB97M-V/def2-TZVPD.

Each line ends with the Löwdin charge.
Positions of all 15 atoms, in Å:
C1 -0.01074 1.55996 -2.14213  -0.165
C2 0.04020 0.37435 -1.44484  -0.112
N1 -0.08533 0.75329 -0.15653  -0.080
C3 -0.03476 -0.26186 1.26437  -0.202
N2 0.39317 0.54466 2.32967  0.024
N3 1.69103 0.25496 2.59873  -0.004
N4 2.04533 -0.73446 1.96322  -0.006
N5 1.01385 -1.17826 1.19373  0.026
N6 -0.19807 2.06392 -0.06654  -0.039
N7 -0.15859 2.55967 -1.24861  -0.024
H1 0.05061 1.74197 -3.19489  0.085
H2 0.13506 -0.64908 -1.74295  0.094
H3 -1.05086 -0.63932 1.28536  0.139
H4 0.06343 1.48663 2.46628  0.129
H5 1.16191 -1.89605 0.50928  0.137

energy above the lowest of the compared OMol25 structures with the same formula, charge and spin: 0.00 kcal/mol
LUMO level: 0.020 Eh
DFT total energy: -500.50149 Eh
frontier orbital gap: 10.08 eV
SMILES: c1cn(C2NN=NN2)nn1